A single C6H11N molecule, computed with ωB97M-V/def2-TZVPD.

Output
**Highest occupied orbital energy**: -8.25 eV
**DFT total energy**: -7887.06124 eV
**SMILES string**: C=CNC/C=C/C
**LUMO energy**: 0.040 Eh
**Energy relative to the best compared isomer or geometry (same formula, charge and spin)**: 80.0 kcal per mole
**Gap between HOMO and LUMO**: 9.34 eV

Atoms and positions in Å:
C1 1.8778 0.4757 2.9880
C2 1.2437 0.6244 1.8041
N1 0.0647 -0.1320 1.3902
C3 0.0063 -0.9216 0.1184
C4 -1.2841 0.8135 -3.0374
C5 -0.8517 -0.3078 -2.1230
C6 -1.1613 -0.6132 -0.8597
H1 1.4138 -0.0584 3.8469
H2 2.8274 0.9874 3.2323
H3 1.7832 1.0256 0.8695
H4 -0.2362 -0.6428 2.1903
H5 -0.0165 -2.0406 0.2567
H6 0.9263 -0.6129 -0.4434
H7 -2.3724 0.9535 -3.2250
H8 -0.8651 0.4390 -3.9286
H9 -0.6923 1.7848 -2.8686
H10 0.0510 -0.8113 -2.5575
H11 -2.2552 -0.5262 -0.4465

***

A single C6H11N molecule, computed with ωB97M-V/def2-TZVPD.

Output
**Highest occupied orbital energy**: -11.18 eV
**DFT total energy**: -7890.06979 eV
**SMILES string**: CCC[C@@H](C)C#N
**LUMO energy**: 0.035 Eh
**Energy relative to the best compared isomer or geometry (same formula, charge and spin)**: 10.6 kcal per mole
**Gap between HOMO and LUMO**: 12.13 eV

Atoms and positions in Å:
C1 2.3249 1.2665 0.3300
C2 1.3235 0.1677 -0.0401
C3 -0.1445 0.5926 -0.2791
C4 -1.2246 -0.3939 0.2979
C5 -2.3124 -0.8097 -0.7073
C6 -0.5969 -1.6049 0.8490
N1 -0.0460 -2.5295 1.2734
H1 3.1601 0.8119 0.8753
H2 2.7474 1.7862 -0.5353
H3 1.8795 2.0163 0.9940
H4 1.6888 -0.3791 -0.9178
H5 1.3465 -0.5564 0.7744
H6 -0.3231 1.5776 0.1687
H7 -0.3372 0.7093 -1.3525
H8 -1.7240 0.0913 1.1465
H9 -2.8752 0.0653 -1.0463
H10 -1.8684 -1.2991 -1.5799
H11 -3.0183 -1.5121 -0.2508

***

A molecular structure, C6H11N, computed with ωB97M-V/def2-TZVPD.

Output
**Highest occupied orbital energy**: -9.46 eV
**DFT total energy**: -7888.93058 eV
**LUMO energy**: 0.039 Eh
**Energy relative to the best compared isomer or geometry (same formula, charge and spin)**: 36.9 kcal per mole
**Gap between HOMO and LUMO**: 10.51 eV

Atoms and positions in Å:
C1 -0.4547 -0.3979 -0.4641
C2 1.1306 -0.6714 -0.4000
C3 1.4830 0.4784 0.6147
C4 0.0912 1.0941 0.8180
C5 -0.5415 1.1839 -0.5818
C6 -0.7371 -0.2031 1.0051
H1 -2.1109 -0.9550 -1.2560
H2 -1.0455 -2.1408 -1.1893
H3 1.4540 -0.5244 -1.4279
H4 1.2496 -1.7274 0.0250
H5 2.2031 1.1706 0.3235
H6 1.8704 -0.1116 1.4648
H7 0.1633 1.9464 1.6055
H8 -1.5909 1.5630 -0.5938
H9 0.0459 1.5368 -1.4328
H10 -1.7900 -0.0800 1.3634
H11 -0.2472 -1.0083 1.5992
N1 -1.1732 -1.1532 -1.4733

***

A single C6H11N molecule, computed with ωB97M-V/def2-TZVPD.

Output
**Highest occupied orbital energy**: -8.77 eV
**DFT total energy**: -7888.51553 eV
**SMILES string**: C=CC(=C)CCN
**LUMO energy**: 0.022 Eh
**Energy relative to the best compared isomer or geometry (same formula, charge and spin)**: 46.5 kcal per mole
**Gap between HOMO and LUMO**: 9.37 eV

Atoms and positions in Å:
C1 1.8593 -0.1471 0.1727
C2 0.8854 1.0762 0.2571
C3 -0.5167 0.5474 0.0909
C4 -1.3370 0.3078 1.1218
C5 -1.9672 -0.4454 -1.6860
C6 -0.8189 0.1237 -1.3066
N1 1.5435 -1.2506 1.0903
H1 2.8158 0.2914 0.4724
H2 1.9260 -0.5949 -0.8188
H3 1.0471 1.6481 1.1845
H4 1.1020 1.8991 -0.4376
H5 -1.0970 0.7228 2.0975
H6 -1.9907 -0.5587 1.2015
H7 -2.1042 -0.6807 -2.7327
H8 -2.8369 -0.5108 -1.0480
H9 -0.0818 0.5165 -2.0032
H10 0.9168 -1.9081 0.6546
H11 1.0169 -0.8182 1.8478

***

A single C6H11N molecule, computed with ωB97M-V/def2-TZVPD.

Output
**Highest occupied orbital energy**: -8.13 eV
**DFT total energy**: -7887.59454 eV
**SMILES string**: C=CNC/C=C/C
**LUMO energy**: 0.040 Eh
**Energy relative to the best compared isomer or geometry (same formula, charge and spin)**: 67.7 kcal per mole
**Gap between HOMO and LUMO**: 9.21 eV

Atoms and positions in Å:
C1 -3.1134 0.1015 -0.7303
C2 -1.8398 0.2393 -0.3558
N1 -1.3454 1.1269 0.6223
C3 -0.0317 0.9526 1.2955
C4 2.5836 -1.3563 -0.6566
C5 1.5307 -0.8086 0.3975
C6 1.0230 0.4342 0.2956
H1 -3.9409 0.3979 -0.1104
H2 -3.2087 -0.4814 -1.7024
H3 -1.1348 -0.5649 -0.7328
H4 -1.5206 2.0956 0.2705
H5 -0.1190 0.3613 2.3049
H6 0.3791 2.0110 1.5951
H7 3.4912 -0.8099 -0.6702
H8 2.2032 -0.9793 -1.7146
H9 2.7701 -2.4269 -0.6240
H10 1.0671 -1.5079 1.0245
H11 1.2061 1.2149 -0.5088

***

A molecular structure, C6H11N, computed with ωB97M-V/def2-TZVPD.

Output
**Highest occupied orbital energy**: -7.61 eV
**DFT total energy**: -7885.74782 eV
**LUMO energy**: 0.014 Eh
**Energy relative to the best compared isomer or geometry (same formula, charge and spin)**: 110.3 kcal per mole
**Gap between HOMO and LUMO**: 8.00 eV

Atoms and positions in Å:
C1 -1.3941 1.6531 0.7936
N1 -0.2238 0.8169 1.1166
C2 -0.1730 -0.4901 0.5510
C3 0.4676 -1.5012 1.1870
C4 1.6214 -0.3180 -1.4214
C5 0.0874 -0.1431 -1.3834
C6 -0.8860 -0.8509 -0.7034
H1 -2.2729 1.3917 1.3953
H2 -1.6343 1.4554 -0.2528
H3 -1.0961 2.7066 0.8426
H4 0.0066 0.9309 2.0918
H5 0.5563 -2.5036 0.7946
H6 0.8969 -1.3832 2.1681
H7 2.0218 -1.1975 -1.9533
H8 1.9921 0.5980 -1.8700
H9 2.0327 -0.4027 -0.4165
H10 -0.1902 0.6089 -2.1288
H11 -1.8123 -1.3712 -0.8111

***

2 unconnected molecules or ions with the total composition C6H11N, computed with ωB97M-V/def2-TZVPD.

Output
**Highest occupied orbital energy**: -5.96 eV
**DFT total energy**: -7883.44286 eV
**LUMO energy**: -0.114 Eh
**Energy relative to the best compared isomer or geometry (same formula, charge and spin)**: 163.5 kcal per mole
**Gap between HOMO and LUMO**: 2.87 eV

Atoms and positions in Å:
C1 -2.7495 1.3364 0.1011
C2 -2.7943 0.1237 -0.5941
N1 -3.1820 -1.0561 -0.1439
C3 3.1859 0.2301 -1.2266
C4 0.6286 -0.5855 1.4456
C5 1.7843 0.0102 0.7724
C6 2.3684 -0.5157 -0.4030
H1 -3.1984 1.3247 1.1102
H2 -2.5287 2.2585 -0.3997
H3 -2.4921 0.2165 -1.6610
H4 -2.7580 -1.7558 -0.7115
H5 3.5899 1.2130 -0.9507
H6 3.5563 -0.2107 -2.1087
H7 -0.3865 -0.3263 1.0177
H8 0.6149 -0.3281 2.5030
H9 0.7067 -1.6796 1.4494
H10 1.8256 1.0894 0.6442
H11 1.8291 -1.3445 -0.8445

***

A single C6H11N molecule, computed with ωB97M-V/def2-TZVPD.

Output
**Highest occupied orbital energy**: -7.67 eV
**DFT total energy**: -7886.97503 eV
**SMILES string**: C/C=C/C=C/NC
**LUMO energy**: 0.021 Eh
**Energy relative to the best compared isomer or geometry (same formula, charge and spin)**: 82.0 kcal per mole
**Gap between HOMO and LUMO**: 8.24 eV

Atoms and positions in Å:
C1 3.0126 0.6252 0.0176
N1 1.8956 1.3900 0.5831
C2 0.5813 0.8752 0.4715
C3 0.2191 -0.4217 0.6453
C4 -0.8221 -1.0474 -0.1582
C5 -1.8607 -0.4369 -0.7828
C6 -3.2740 -0.8896 -0.7662
H1 3.8208 1.3703 0.0571
H2 2.8538 0.5063 -1.0504
H3 3.4240 -0.2082 0.5889
H4 2.1185 1.6151 1.5464
H5 -0.1502 1.4612 -0.0717
H6 0.4916 -0.9968 1.5261
H7 -0.9573 -2.1224 -0.1695
H8 -1.5551 0.4744 -1.3048
H9 -3.9849 -0.1631 -0.3944
H10 -3.6748 -1.2324 -1.7230
H11 -3.3159 -1.7115 -0.0456

***

A single C6H11N molecule, computed with ωB97M-V/def2-TZVPD.

Output
**Highest occupied orbital energy**: -9.32 eV
**DFT total energy**: -7888.68711 eV
**SMILES string**: CC1=N[C@@H]1C(C)C
**LUMO energy**: 0.036 Eh
**Energy relative to the best compared isomer or geometry (same formula, charge and spin)**: 42.5 kcal per mole
**Gap between HOMO and LUMO**: 10.29 eV

Atoms and positions in Å:
C1 2.1066 0.4048 -0.5773
C2 1.0078 -1.4690 0.7020
C3 -2.6265 1.0369 0.4032
C4 0.8387 -0.0766 0.1097
C5 -0.3506 -0.0073 -0.8372
C6 -1.6410 0.1293 -0.1800
N1 -1.4479 -1.0189 -0.6786
H1 -0.1884 0.4437 -1.8110
H2 0.5010 0.6276 0.9485
H3 2.9462 0.3880 0.1144
H4 2.3486 -0.2529 -1.4110
H5 0.1013 -1.7746 1.2214
H6 1.8370 -1.4899 1.4061
H7 1.1963 -2.1858 -0.0951
H8 1.9846 1.4157 -0.9625
H9 -2.8850 1.8090 -0.3225
H10 -3.5291 0.4984 0.6881
H11 -2.1995 1.5218 1.2817

***

A single C6H11N molecule, computed with ωB97M-V/def2-TZVPD.

Output
**Highest occupied orbital energy**: -11.36 eV
**DFT total energy**: -7890.51126 eV
**SMILES string**: CCC(C)(C)C#N
**LUMO energy**: 0.029 Eh
**Energy relative to the best compared isomer or geometry (same formula, charge and spin)**: 0.5 kcal per mole
**Gap between HOMO and LUMO**: 12.16 eV

Atoms and positions in Å:
C1 2.0881 0.1471 0.0601
C2 0.8358 -0.7025 -0.1556
C3 -0.4915 0.0326 0.1560
C4 -1.6197 -0.9898 0.3492
C5 -0.8741 0.9976 -0.9780
C6 -0.3210 0.8153 1.3972
N1 -0.1481 1.4400 2.3572
H1 2.9808 -0.3603 -0.3139
H2 2.2429 0.3591 1.1228
H3 2.0143 1.1121 -0.4530
H4 0.8910 -1.6045 0.4689
H5 0.7620 -1.0445 -1.1984
H6 -1.4079 -1.6599 1.1876
H7 -2.5787 -0.4944 0.5293
H8 -1.7113 -1.5915 -0.5618
H9 -1.8068 1.5204 -0.7434
H10 -0.0995 1.7480 -1.1627
H11 -1.0281 0.4196 -1.8957

***

A single C6H11N molecule, computed with ωB97M-V/def2-TZVPD.

Output
**Highest occupied orbital energy**: -7.23 eV
**DFT total energy**: -7889.42304 eV
**SMILES string**: C=C/C(C)=C(\C)N
**LUMO energy**: 0.036 Eh
**Energy relative to the best compared isomer or geometry (same formula, charge and spin)**: 25.6 kcal per mole
**Gap between HOMO and LUMO**: 8.22 eV

Atoms and positions in Å:
C1 1.7825 -0.2816 -0.4277
N1 -0.4507 -0.1751 -2.1468
C2 -0.6612 -0.0589 -0.7879
C3 0.3633 -0.2065 0.1048
C4 0.1248 -0.0212 1.5042
C5 0.9216 0.3916 2.4895
C6 -2.0741 0.3268 -0.4298
H1 1.9866 0.4973 -1.1692
H2 2.4868 -0.1889 0.3954
H3 1.9849 -1.2290 -0.9394
H4 0.4697 -0.0813 -2.5386
H5 -1.2504 -0.2069 -2.7545
H6 -0.8864 -0.2120 1.8755
H7 0.6988 0.4964 3.5432
H8 1.9662 0.6411 2.3113
H9 -2.7105 -0.5268 -0.1939
H10 -2.1172 0.9436 0.4682
H11 -2.4380 0.9452 -1.2482

***

A single C6H11N molecule, computed with ωB97M-V/def2-TZVPD.

Output
**Highest occupied orbital energy**: -9.06 eV
**DFT total energy**: -7888.01389 eV
**SMILES string**: C[C@]12C[C@H](CN1)C2
**LUMO energy**: 0.038 Eh
**Energy relative to the best compared isomer or geometry (same formula, charge and spin)**: 58.1 kcal per mole
**Gap between HOMO and LUMO**: 10.09 eV

Atoms and positions in Å:
C1 -0.0492 -2.0066 -0.5866
C2 0.0044 -0.6255 -0.1179
C3 -1.2370 0.1074 0.5707
C4 -0.4292 1.4173 0.1275
C5 0.6555 1.0510 1.1221
C6 0.0550 0.5781 -1.1391
H1 0.8039 -2.0247 -1.3556
H2 -0.8367 -2.0708 -1.4131
H3 -0.0854 -2.7883 0.1796
H4 -2.1221 -0.1580 0.0108
H5 -1.2484 -0.0565 1.6420
H6 -0.8269 2.5285 0.0381
H7 1.5377 1.7521 0.9608
H8 0.4205 1.2075 2.2351
H9 1.8607 -0.2829 0.3598
H10 1.0799 0.8955 -1.4605
H11 -0.5932 0.7680 -2.0505
N1 1.0105 -0.2921 0.8767

***

3 unconnected molecules or ions with the total composition C6H11N, computed with ωB97M-V/def2-TZVPD.

Output
**Highest occupied orbital energy (spin up / spin down)**: -6.71 / -6.71 eV
**DFT total energy**: -7883.78404 eV
**LUMO energy (spin up / spin down)**: 0.039 / 0.039 Eh
**Energy relative to the best compared isomer or geometry (same formula, charge and spin)**: 155.6 kcal per mole
**Gap between HOMO and LUMO (spin up / spin down)**: 7.77 / 7.77 eV

Atoms and positions in Å:
C1 -1.5503 1.0351 -0.5331
C2 -0.1946 -1.7616 0.1906
C3 -1.9055 1.8348 0.6899
C4 0.3350 -0.4607 -0.1690
C5 0.4854 0.7030 -0.5662
C6 2.5301 -0.6821 -0.2752
N1 2.8205 -1.8752 0.0158
H1 3.8283 -2.0866 0.0514
H2 0.9832 1.6311 -0.7441
H3 -2.1588 0.1424 -0.6623
H4 -1.5574 1.5985 -1.4647
H5 3.3074 0.0907 -0.4504
H6 -0.9601 -1.6763 0.9648
H7 0.6489 -2.3533 0.5791
H8 -0.6018 -2.2829 -0.6783
H9 -1.2650 2.7157 0.7909
H10 -2.9455 2.1881 0.6584
H11 -1.7998 1.2396 1.6021

***

A single C6H11N molecule, computed with ωB97M-V/def2-TZVPD.

Output
**Highest occupied orbital energy**: -8.12 eV
**DFT total energy**: -7887.94103 eV
**SMILES string**: C/C=C/C/C=C/N
**LUMO energy**: 0.042 Eh
**Energy relative to the best compared isomer or geometry (same formula, charge and spin)**: 59.7 kcal per mole
**Gap between HOMO and LUMO**: 9.26 eV

Atoms and positions in Å:
C1 -0.1698 1.8245 -0.3430
C2 -1.0808 1.3829 -1.2150
N1 -1.5291 2.0181 -2.3822
C3 0.5420 1.0576 0.7269
C4 0.2161 -0.4104 0.8674
C5 1.1263 -1.4122 0.9227
C6 0.6348 -2.7774 1.3399
H1 0.1627 2.8574 -0.5556
H2 -1.5789 0.4387 -0.9908
H3 -0.7854 2.2162 -3.0337
H4 -2.2691 1.5585 -2.8833
H5 0.2528 1.5705 1.6631
H6 1.6277 1.0910 0.7282
H7 -0.6678 -0.7748 0.3191
H8 2.0977 -1.3241 0.4440
H9 0.6127 -2.8493 2.4214
H10 -0.4089 -2.8482 1.0123
H11 1.2170 -3.6192 0.9584